# 1
# CH2NO3S

The ion CH2NO3S with charge -1 in a non-equilibrium geometry (ωB97M-V/def2-TZVPD, the Open Molecules 2025 dataset).

Structure (XYZ):
```
8
Properties=species:S:1:pos:R:3:lowdin_charge:R:1
N -0.178 0.389 -1.119 0.0697
C 0.695 -0.404 -0.466 -0.5944
O 1.618 -1.049 -0.963 -0.0685
S 0.268 -0.139 1.571 0.6467
O 0.004 1.277 1.741 -0.5745
O -0.998 -1.024 1.762 -0.6262
H -0.539 0.242 -2.069 0.0978
H -0.871 0.709 -0.458 0.0494
```

As for the relative energy (zero: lowest compared OMol25 entry of this formula, charge and spin): 70.0 kJ/mol. The structure (SMILES) is NC([O-])=S(=O)=O. The charge is -1.


# 2
# CH2NO3S

The ion CH2NO3S with charge -1 in a non-equilibrium geometry (ωB97M-V/def2-TZVPD, the Open Molecules 2025 dataset).

Structure (XYZ):
```
8
Properties=species:S:1:pos:R:3:lowdin_charge:R:1
O 0.978 1.226 -0.726 -0.0308
C -0.036 0.928 -0.172 -0.8303
O -0.983 1.554 0.340 -0.0467
N -0.303 -0.557 -0.165 -0.5044
O -1.304 -0.945 0.807 -0.2084
S 1.114 -1.577 -0.264 0.6814
H -1.445 0.133 1.023 0.1199
H 1.978 -0.763 -0.843 -0.1808
```

As for the relative energy (zero: lowest compared OMol25 entry of this formula, charge and spin): 198.2 kJ/mol. The structure (SMILES) is O=C([O-])N(O)S. The charge is -1.


# 3
# CH2NO3S

A structure of composition CH2NO3S in a non-equilibrium geometry (ωB97M-V/def2-TZVPD, the Open Molecules 2025 dataset).

Structure (XYZ):
```
8
Properties=species:S:1:pos:R:3:lowdin_charge:R:1
C 0.616 0.268 -0.453 -0.5030
N -1.012 0.241 -0.342 -0.2407
O -1.491 1.381 -0.180 -0.2392
O -0.951 -0.512 1.244 -0.2968
O -0.261 -1.657 1.006 -0.6168
S 1.206 -1.260 0.297 0.7540
H 0.874 0.369 -1.642 0.0981
H 1.020 1.170 0.071 0.0443
```

As for the relative energy (zero: lowest compared OMol25 entry of this formula, charge and spin): 724.5 kJ/mol. The charge is -1.


# 4
# CH2NO3S

A cluster of 2 separate species, CH2NO3S in total in a non-equilibrium geometry (ωB97M-V/def2-TZVPD, the Open Molecules 2025 dataset).

Structure (XYZ):
```
8
Properties=species:S:1:pos:R:3:lowdin_charge:R:1
C -0.410 1.265 1.313 -0.7048
N 0.332 -1.901 -0.632 -0.3547
O 0.430 0.873 0.530 -0.2003
O -1.589 0.915 1.331 -0.1189
O 0.382 -0.216 -2.342 -0.5498
S -0.300 -0.598 -1.124 0.8106
H 0.093 1.873 2.248 0.1218
H 1.062 -2.211 -1.323 -0.0039
```

As for the relative energy (zero: lowest compared OMol25 entry of this formula, charge and spin): 118.3 kJ/mol. The charge is -1.


Please write out number 4 again, unchanged.
# CH2NO3S

A cluster of 2 separate species, CH2NO3S in total in a non-equilibrium geometry (ωB97M-V/def2-TZVPD, the Open Molecules 2025 dataset).

Structure (XYZ):
```
8
Properties=species:S:1:pos:R:3:lowdin_charge:R:1
C -0.410 1.265 1.313 -0.7048
N 0.332 -1.901 -0.632 -0.3547
O 0.430 0.873 0.530 -0.2003
O -1.589 0.915 1.331 -0.1189
O 0.382 -0.216 -2.342 -0.5498
S -0.300 -0.598 -1.124 0.8106
H 0.093 1.873 2.248 0.1218
H 1.062 -2.211 -1.323 -0.0039
```

As for the relative energy (zero: lowest compared OMol25 entry of this formula, charge and spin): 118.3 kJ/mol. The charge is -1.